(1)
A single C5H9NO molecule, computed with ωB97M-V with the def2-TZVPD basis set.

Each line ends with the Löwdin charge.
Element x y z (Å)
H (1.26790, -1.04526, 1.84551)  0.117
N (-0.58678, 1.33457, -2.26931)  0.137
C (-1.04633, 0.83712, 0.04430)  -0.107
H (-2.10368, 0.60063, -0.10843)  0.119
H (-1.00726, 1.91886, 0.19392)  0.117
H (-0.03647, 1.03090, -3.07491)  0.059
H (1.84778, -1.69119, -0.50152)  0.125
H (1.62527, 0.40314, 0.89773)  0.125
O (0.55988, -0.42975, -1.39202)  -0.029
H (-0.52829, 0.74803, 2.15156)  0.109
C (-0.33767, 0.58524, -1.27842)  -0.451
H (0.13965, -2.04777, -0.17290)  0.128
C (0.88105, -1.24054, -0.26231)  -0.183
H (-1.13095, -0.77214, 1.50715)  0.110
C (-0.49575, 0.09183, 1.27528)  -0.195
C (0.91496, -0.42460, 1.01523)  -0.183

Summary:
highest occupied orbital energy: -9.61 eV
relative energy (zero: lowest compared OMol25 entry of this formula, charge and spin): 88.6 kJ/mol
total energy: -8868.295 eV
SMILES: [H]/N=C1/CCCCO1

(2)
C37H56FN6PPdSi as an isolated structure, computed with ωB97M-V with the def2-TZVPD basis set.

Each line ends with the Löwdin spin population.
Element x y z (Å)
C (2.31753, -0.02066, 1.63584)  0.002
H (1.68064, 3.00034, 1.96777)  0.000
H (-3.47218, -3.27263, 2.02160)  0.000
H (-6.78693, 0.84977, -1.05756)  0.000
H (3.36569, -2.01057, -3.33269)  0.000
F (-2.74187, 1.31673, 0.80624)  0.018
H (-2.52958, -3.55678, -2.20041)  0.000
H (0.39037, 2.60776, 4.03809)  0.005
H (-1.72659, 0.01267, 5.94539)  0.001
H (3.56830, 2.25282, 0.69565)  0.001
C (-1.13854, -0.43694, -2.93727)  0.001
C (1.59872, 0.30749, 2.80649)  0.051
H (0.28421, -4.22866, 0.56967)  0.000
C (3.59207, -0.03092, 4.16441)  0.051
H (0.71129, 4.42403, 2.36369)  0.000
H (-1.92882, -1.99191, 4.35924)  0.000
C (4.76964, 0.05016, -4.43770)  0.002
N (-1.45003, -0.16559, -4.34008)  0.000
C (-2.50194, 0.85495, -4.38304)  0.000
H (-0.68702, 1.36091, 5.49144)  0.000
C (4.27098, -0.04267, 5.50613)  0.009
H (-2.74681, 1.06998, -5.42525)  0.000
H (-0.78182, -3.58901, -2.01984)  0.000
H (3.68552, 0.50037, 6.24788)  0.000
H (5.25971, 0.41476, 5.45334)  0.002
C (3.16896, 2.41143, -0.30925)  0.001
H (0.80603, -2.23337, -1.09412)  0.003
H (3.73430, 3.21527, -0.77925)  0.000
H (-2.02385, -0.83703, -2.44188)  0.000
Si (-1.84672, -3.01738, 0.16780)  0.010
C (-0.88091, 0.30122, 5.31762)  0.006
H (-2.66651, 1.40039, -1.85191)  0.000
H (-0.01653, -0.27148, 5.65493)  0.000
H (-3.39159, 0.46729, -3.88187)  0.000
H (0.83221, 2.20167, -2.41839)  0.000
H (1.71059, 0.62357, 4.91963)  -0.001
N (0.20920, 1.61296, -4.32888)  0.001
H (4.51612, 2.03411, -2.60267)  0.000
P (-0.14276, 0.78306, 2.57208)  0.111
H (-6.22562, -1.45042, -1.81495)  0.000
N (1.69395, 0.05740, 0.39699)  0.331
H (-0.33616, -1.17623, -2.88262)  0.000
H (-1.44875, 2.69472, -1.82347)  0.000
C (-0.13635, 2.56635, 3.07887)  0.036
C (3.32901, -1.11294, -2.72362)  -0.001
C (4.28081, -0.38582, 3.00556)  -0.010
C (2.25295, 0.31833, 4.03356)  -0.005
H (4.98329, -0.95641, -4.79625)  0.000
H (-0.51472, -3.84016, 2.09496)  0.000
C (3.97961, 1.13780, -2.30850)  -0.001
H (0.54583, -0.36138, -4.93794)  0.000
C (-5.50773, -0.87457, -1.24389)  0.000
H (-1.64685, -1.73327, 2.62734)  -0.001
C (-4.87085, 1.12527, -0.12128)  0.000
C (-1.26570, -1.52567, 3.62665)  -0.001
H (0.39844, -2.59699, 1.24028)  -0.001
C (-5.82727, 0.40800, -0.82827)  0.002
C (-0.87941, 2.59055, -4.37974)  0.000
H (-2.08995, 3.10935, 2.30833)  0.001
H (-2.12464, 2.59868, 3.99801)  0.000
C (-3.27519, -0.76554, -0.21429)  0.011
C (-0.25276, 0.38334, -4.98062)  0.000
H (-4.06408, -2.43430, -1.32070)  0.000
H (2.17419, -2.67662, -0.09991)  0.001
N (-2.09192, 2.09941, -3.72457)  0.002
C (3.66988, -0.37643, 1.76820)  0.046
H (4.24000, -0.63695, 0.88536)  0.003
H (-5.04869, 2.14025, 0.21142)  0.000
H (-0.47625, 0.59898, -6.02775)  0.000
C (-1.54145, 3.13707, 3.25099)  0.003
C (-3.65883, 0.54105, 0.15169)  0.005
C (-4.27498, -1.43908, -0.95203)  0.005
C (1.88486, -2.38763, -1.11107)  0.004
H (-0.27841, -1.98176, 3.72785)  0.000
H (-4.18246, -3.94064, 0.55524)  0.000
C (0.48758, 1.29790, -2.92814)  0.000
H (-1.10525, 2.81690, -5.42386)  0.000
N (-0.69714, 0.77527, -2.22123)  0.029
C (-1.77018, 1.78374, -2.33485)  0.002
H (-1.74676, -4.93382, -1.42134)  0.000
C (3.24088, 1.15870, -1.13463)  0.017
C (-1.72113, -3.84535, -1.52514)  0.001
C (2.52781, 0.01275, -0.75475)  0.026
H (1.27309, 0.54800, -2.89341)  0.000
H (4.40196, -1.06441, 5.86940)  0.003
H (2.13261, 2.73198, -0.19439)  0.000
H (-1.47272, 4.17862, 3.57182)  0.000
H (4.17916, 0.55967, -5.20282)  0.001
N (-2.04393, -1.29420, 0.11233)  0.080
C (0.66185, 3.37573, 2.06161)  0.001
C (-1.20035, -0.02081, 3.85768)  0.017
H (-2.18496, 0.39224, 3.61405)  0.001
H (0.18438, 3.32474, 1.07984)  0.000
H (5.32621, -0.66712, 3.07244)  -0.002
H (-2.93722, -4.84344, 1.41992)  0.000
Pd (-0.32366, 0.02397, 0.30640)  1.090
C (-3.25220, -3.84187, 1.11366)  0.001
H (2.10623, -3.21425, -1.78629)  0.000
H (-0.55496, 3.50763, -3.88272)  0.000
C (-0.26706, -3.45101, 1.10418)  0.000
C (4.02157, 0.01832, -3.13264)  0.010
H (5.71325, 0.58728, -4.33905)  0.000
C (2.59601, -1.13902, -1.54081)  0.016

Summary:
highest occupied orbital energy (alpha / beta): -6.91 / -6.92 eV
⟨S²⟩: 2.0214
relative energy (zero: lowest compared OMol25 entry of this formula, charge and spin): 0.0 kJ/mol
2S+1: 3
total energy: -71584.015 eV

(3)
A 7-piece molecular cluster, C22H29Cl4F15O10 overall, computed with ωB97M-V with the def2-TZVPD basis set.

Each line ends with the Löwdin charge.
Element x y z (Å)
O (-25.49051, -9.90765, -6.19945)  0.187
H (-19.93200, -13.60914, -1.14146)  0.110
Cl (-16.50182, -4.86129, -2.01722)  0.514
H (-23.69886, -7.34048, -5.24029)  0.083
O (-20.71149, -7.79367, 0.35433)  0.130
Cl (-16.18878, -10.54765, -5.04188)  0.616
H (-21.39816, -12.31506, -5.46644)  0.119
H (-24.22266, -13.47786, -5.58628)  0.075
H (-23.46873, -8.35032, -1.44913)  0.132
F (-15.72009, -13.35327, -3.51990)  0.136
C (-20.41071, -12.81783, -0.55367)  -0.168
H (-23.08437, -13.43867, -6.99326)  0.112
F (-27.78473, -10.30374, -4.71601)  0.204
O (-21.88515, -14.27522, -4.73749)  0.072
H (-13.87229, -10.25273, -0.48952)  0.144
F (-24.06864, -11.83957, -2.02031)  0.124
H (-19.96506, -11.12429, -1.69273)  0.067
F (-15.72411, -13.80663, -1.38346)  0.166
O (-22.74271, -6.95351, -0.08572)  0.068
H (-23.10058, -9.74110, -5.89645)  0.108
F (-26.63219, -12.09334, -4.45482)  0.142
C (-23.14069, -8.37794, -0.36227)  -0.129
C (-12.39763, -10.12636, -2.14430)  -0.040
H (-22.25663, -8.98652, -0.20760)  0.094
H (-23.25079, -7.68848, -3.59325)  0.043
C (-15.72289, -11.51936, -1.92923)  -0.489
C (-21.19813, -5.42165, 0.67524)  -0.496
H (-11.80508, -10.90652, -1.71291)  0.075
C (-25.40526, -10.14541, -5.05136)  -0.413
C (-24.26162, -8.76543, 0.55361)  -0.041
H (-12.56803, -10.27002, -3.21875)  0.093
F (-19.25128, -16.13180, -3.47238)  0.148
F (-20.77247, -5.33583, 1.94676)  0.156
H (-16.45473, -7.27182, -2.01541)  -0.022
O (-24.31758, -10.09186, -4.28280)  -0.003
C (-21.53143, -6.91074, 0.30337)  -0.447
F (-17.48778, -12.86730, -2.24481)  0.182
C (-13.80283, -10.17666, -1.59540)  -0.177
Cl (-18.77867, -10.26549, -6.45359)  0.436
F (-24.27012, -13.97520, -1.76479)  0.172
O (-16.49049, -10.67554, -1.55578)  0.129
O (-21.76094, -12.99768, -1.12559)  0.018
H (-18.31433, -11.59064, -4.64567)  -0.016
H (-20.40962, -13.23091, 0.49664)  0.146
C (-26.63977, -10.74218, -4.28084)  -0.536
C (-24.15105, -12.83084, -1.08363)  -0.518
C (-22.80972, -12.66606, -0.37501)  -0.398
Cl (-18.01701, -6.91338, -3.53063)  0.477
H (-23.78330, -11.97671, -6.32138)  0.076
H (-17.88117, -6.72165, -1.18810)  0.029
F (-26.57490, -10.46357, -2.96630)  0.149
C (-23.40532, -12.97049, -6.02528)  -0.056
C (-23.14265, -9.47571, -4.86339)  -0.168
C (-17.90936, -10.63651, -4.85440)  -0.960
O (-19.89007, -13.58727, -3.89531)  0.123
H (-24.19777, -8.25672, 1.48086)  0.075
O (-22.77584, -12.17506, 0.72206)  0.156
H (-18.29380, -9.93158, -4.15098)  -0.008
F (-21.38305, -16.27099, -2.81459)  0.159
H (-20.49593, -10.71879, -0.21924)  0.055
H (-12.06701, -9.13135, -1.83954)  0.090
F (-22.25306, -4.53964, 0.59517)  0.129
O (-14.44921, -11.42351, -2.01770)  0.035
H (-18.85439, -11.17477, -0.30367)  0.098
C (-16.19149, -12.94845, -2.30804)  -0.549
C (-17.17261, -6.51248, -1.99079)  -0.964
C (-22.26686, -12.87817, -5.10502)  -0.167
H (-25.25929, -8.66582, 0.13004)  0.084
H (-22.32113, -9.94054, -4.33064)  0.113
H (-21.99322, -7.75918, -4.75802)  0.076
H (-24.10220, -9.83466, 0.78534)  0.077
C (-20.77633, -14.39602, -4.11047)  -0.428
C (-23.04798, -7.93214, -4.60610)  -0.014
F (-20.23299, -5.05426, -0.15750)  0.168
F (-20.90354, -16.59467, -4.94466)  0.138
C (-19.85857, -11.44299, -0.68741)  -0.049
C (-20.55149, -15.91061, -3.80948)  -0.472
F (-25.21739, -12.65919, -0.30461)  0.188
H (-22.64123, -12.32271, -4.18579)  0.128
H (-14.46905, -9.39200, -1.87936)  0.103

Summary:
highest occupied orbital energy: -11.12 eV
relative energy (zero: lowest compared OMol25 entry of this formula, charge and spin): 0.0 kJ/mol
total energy: -134611.743 eV
SMILES: CCOC(=O)C(F)(F)F.CCOC(=O)C(F)(F)F.CCOC(=O)C(F)(F)F.CCOC(=O)C(F)(F)F.CCOC(=O)C(F)(F)F.ClCCl.ClCCl

(4)
An isolated ion of composition HN2O4S and charge -1, computed with ωB97M-V with the def2-TZVPD basis set.

Each line ends with the Löwdin charge.
Element x y z (Å)
S (0.52669, -0.73860, -0.02480)  0.413
N (-1.69653, 0.81094, -0.31449)  -0.138
O (-2.43624, 1.69084, 0.15405)  -0.087
O (-0.83744, 0.31995, 0.57920)  -0.254
O (0.05853, -1.95791, 0.51297)  -0.337
O (0.34207, -0.56119, -1.46290)  -0.392
H (2.31940, 0.51691, -0.07562)  0.053
N (1.72353, -0.08096, 0.63159)  -0.258

Summary:
highest occupied orbital energy: -5.63 eV
net charge: -1
relative energy (zero: lowest compared OMol25 entry of this formula, charge and spin): 139.4 kJ/mol
total energy: -22019.880 eV
SMILES: N=[S@](=O)([O-])ON=O